# 1
Density functional theory data (ωB97M-V with the def2-TZVPD basis set) for the molecule C29H30N2O7 in a non-equilibrium geometry.

Last column: natural (NBO) charge in e.
Cartesian coordinates (Å):
C1 0.63778 -1.02971 4.35670  -0.63
C2 0.05485 -1.96719 3.36299  -0.08
C3 0.09506 -3.31945 3.35051  0.12
O1 -0.52698 -3.85939 2.26804  -0.44
C4 -0.98548 -2.82000 1.53947  0.38
C5 -1.66503 -2.87762 0.33419  -0.12
C6 -1.97616 -4.16192 -0.36356  -0.63
C7 -2.04806 -1.64646 -0.20399  0.38
O2 -2.71079 -1.70635 -1.38566  -0.47
C8 -3.14500 -0.59852 -2.03272  0.75
O3 -3.74120 -0.75252 -3.07400  -0.59
C9 -2.90020 0.70444 -1.41114  -0.19
C10 -3.42185 1.84655 -2.24000  -0.41
C11 -2.56525 2.03641 -3.50515  -0.50
C12 -1.09688 2.19137 -3.17460  0.70
O4 -0.25827 1.34945 -3.45392  -0.66
N1 -0.77719 3.33957 -2.54581  -0.61
C13 0.58357 3.70383 -2.18119  -0.14
C14 0.66664 5.19345 -1.89639  -0.61
C15 1.02098 2.88714 -0.95023  0.69
O5 1.06923 3.34858 0.17617  -0.64
N2 1.32544 1.61853 -1.24103  -0.62
C16 1.69476 0.67365 -0.20558  -0.15
C17 2.58982 -0.41973 -0.80694  -0.41
C18 2.66209 -1.62135 0.09273  -0.04
C19 1.92412 -2.76098 -0.19755  -0.21
C20 2.00020 -3.87663 0.61725  -0.20
C21 2.79724 -3.85483 1.74813  -0.22
C22 3.52106 -2.71570 2.05721  -0.22
C23 3.45901 -1.60867 1.23060  -0.17
C24 2.44920 1.43966 0.88151  0.82
O6 3.51879 1.95973 0.72405  -0.60
O7 1.83254 1.37323 2.06453  -0.69
C25 -2.27582 0.79876 -0.20976  0.20
C26 -2.08380 2.08361 0.53471  -0.68
C27 -1.79083 -0.41034 0.42973  -0.20
C28 -1.07888 -0.39717 1.63091  -0.18
C29 -0.66912 -1.60047 2.17712  -0.13
H1 1.21388 -1.57293 5.10025  0.22
H2 1.28451 -0.31918 3.84572  0.23
H3 -0.14992 -0.46938 4.85891  0.22
H4 0.52647 -4.01470 4.04393  0.20
H5 -1.64048 -5.00194 0.23703  0.23
H6 -1.48413 -4.18973 -1.33440  0.23
H7 -3.04705 -4.24407 -0.53987  0.23
H8 -3.46816 2.77154 -1.66737  0.20
H9 -4.43325 1.59321 -2.56590  0.25
H10 -2.91467 2.91283 -4.05434  0.22
H11 -2.67552 1.15488 -4.13666  0.26
H12 -1.50415 3.98426 -2.28035  0.40
H13 1.23558 3.42690 -3.01872  0.22
H14 0.08136 5.43376 -1.01148  0.22
H15 1.69861 5.46845 -1.69899  0.23
H16 0.30264 5.76732 -2.74526  0.21
H17 1.08696 1.26096 -2.16651  0.45
H18 0.80047 0.22059 0.24427  0.23
H19 3.58467 0.00113 -0.96930  0.24
H20 2.16935 -0.70864 -1.77205  0.22
H21 1.29565 -2.77926 -1.07641  0.21
H22 1.43483 -4.76269 0.37035  0.22
H23 2.85976 -4.72579 2.38351  0.21
H24 4.14468 -2.69411 2.93890  0.21
H25 4.04443 -0.73015 1.45937  0.21
H26 2.30700 1.92296 2.70869  0.50
H27 -1.02621 2.31642 0.64421  0.25
H28 -2.50905 1.98869 1.53272  0.23
H29 -2.56628 2.92034 0.04230  0.21
H30 -0.83759 0.52541 2.13017  0.23

LUMO	0.2	eV
energy above the lowest of the compared OMol25 structures with the same formula, charge and spin	0.0	kcal/mol
structure (SMILES)	Cc1coc2c(C)c3oc(=O)c(CCC(=O)N[C@@H](C)C(=O)N[C@@H](Cc4ccccc4)C(=O)O)c(C)c3cc12
orbital gap	8.3	eV



# 2
Density functional theory data (ωB97M-V with the def2-TZVPD basis set) for the molecule C2H7N3S in a non-equilibrium geometry.

Last column: natural (NBO) charge in e.
Cartesian coordinates (Å):
C1 1.32813 0.12837 0.39638  -0.36
C2 0.82301 -1.06143 -0.24223  -0.32
N1 0.20104 1.22176 0.61588  -0.44
N2 -0.63579 1.31020 -0.34868  -0.24
N3 -1.31700 0.23979 -0.84058  -0.42
S1 -2.47926 -0.34652 0.29642  0.12
H1 1.64328 0.00534 1.41880  0.21
H2 2.13686 0.59530 -0.21207  0.20
H3 0.98443 -1.24518 -1.25013  0.19
H4 0.40368 -1.90401 0.46383  0.20
H5 -0.14849 1.02583 1.56951  0.37
H6 -0.17117 1.41467 -1.31992  0.37
H7 -2.76872 -1.38412 -0.54720  0.13

LUMO (spin up / spin down)	0.2 / 0.1	eV
energy above the lowest of the compared OMol25 structures with the same formula, charge and spin	133.9	kcal/mol
orbital gap (spin up / spin down)	8.1 / 7.9	eV